Entry 1:
Here is C24H25BCo2O8 as an isolated structure from the Open Molecules 2025 dataset. Energies are from ωB97M-V with the def2-TZVPD basis set.

Geometry (Å):
Co: -2.14 -3.70 2.34
Co: -2.14 -2.87 4.65
O: -1.01 -5.60 4.23
O: 1.86 0.65 -1.17
O: 0.42 -1.56 4.13
O: 0.55 -3.92 1.23
O: 0.52 2.62 -1.13
O: -2.08 -3.95 7.37
O: -3.47 -0.62 5.94
O: -3.12 -6.17 1.08
C: -2.94 -1.51 5.42
C: -0.59 -2.09 4.37
C: -1.21 1.60 -4.77
C: -0.88 1.78 -3.41
C: -2.76 -2.14 1.80
C: 2.65 1.71 -0.72
C: 2.67 1.74 0.81
C: 4.06 1.52 -1.25
C: 0.13 -0.90 0.44
C: -2.80 -5.16 1.53
C: 2.13 4.30 -0.57
C: 1.85 3.00 -1.31
C: -1.59 0.83 0.39
C: 0.39 -0.27 -3.45
C: -0.43 0.38 -0.09
C: -3.22 -2.47 3.09
C: -0.06 0.85 -2.76
C: -0.52 -3.74 1.61
C: -0.75 0.47 -5.46
C: 0.05 -0.46 -4.80
C: -2.93 -1.14 0.91
C: -2.10 -3.55 6.29
C: 2.18 3.18 -2.79
C: -1.51 -4.59 3.91
B: 0.51 1.18 -1.24
H: 1.16 -1.09 0.12
H: 4.07 1.42 -2.33
H: -1.00 0.33 -6.52
H: -2.12 1.66 -0.10
H: -0.47 -1.76 0.11
H: -1.82 0.61 1.46
H: 2.96 0.75 1.20
H: -2.57 -1.31 -0.10
H: -4.30 -2.40 3.31
H: 3.40 2.47 1.17
H: 1.83 4.23 0.48
H: 1.57 5.11 -1.05
H: 4.49 0.61 -0.81
H: 1.48 3.90 -3.23
H: 1.02 -0.99 -2.94
H: 3.19 3.58 -2.90
H: -1.83 2.35 -5.27
H: 4.68 2.37 -0.95
H: 0.42 -1.35 -5.32
H: 1.67 1.99 1.22
H: 3.20 4.54 -0.63
H: -3.68 -0.37 1.12
H: 0.09 -0.92 1.55
H: -1.26 2.66 -2.88
H: 2.10 2.24 -3.34

Results
**Highest occupied orbital energy**: -7.9 eV

So, what does the Mulliken scheme give us? The charges, in e, come out as: 0.187 0.070 -0.450 -0.762 -0.328 -0.287 -0.635 -0.332 -0.315 -0.332 0.497 0.140 -0.715 -0.402 0.979 1.473 -1.895 -1.888 -0.833 0.112 -1.912 1.796 -0.993 -0.348 0.420 -1.251 0.217 0.354 -0.455 -0.826 -1.106 0.298 -1.935 0.273 1.441 0.426 0.398 0.378 0.304 0.248 0.489 0.418 0.573 0.688 0.446 0.363 0.469 0.462 0.434 0.365 0.411 0.363 0.315 0.366 0.240 0.324 0.431 0.217 0.332 0.280

---

Entry 2:
Here is C39H108N8O13 as an isolated structure from the Open Molecules 2025 dataset. Energies are from ωB97M-V with the def2-TZVPD basis set.

Geometry (Å):
O: -19.96 3.59 -6.31
O: -18.31 6.65 -3.13
O: -12.19 8.97 -3.27
O: -13.11 9.87 -10.91
O: -21.17 5.55 -10.45
O: -20.84 11.93 -8.83
O: -12.58 4.92 -11.16
O: -21.28 6.72 -7.70
O: -17.49 9.31 -6.64
O: -14.88 8.66 -8.20
O: -16.85 8.41 -12.20
O: -13.47 12.20 -6.53
O: -16.63 13.23 -10.21
N: -16.09 16.49 -8.49
N: -11.83 10.31 -8.21
N: -11.86 6.49 -11.70
N: -19.43 9.96 -4.51
N: -14.90 9.97 -5.59
N: -16.16 5.96 -14.88
N: -20.67 12.86 -12.39
N: -14.76 5.82 -8.92
C: -20.18 6.29 -12.48
C: -14.87 7.84 -4.40
C: -16.20 8.80 -8.71
C: -12.82 5.37 -7.53
C: -11.81 7.87 -11.21
C: -20.39 7.92 -10.61
C: -14.28 9.25 -4.47
C: -10.85 8.58 -12.17
C: -13.20 8.51 -11.23
C: -14.37 10.52 -11.03
C: -17.44 12.48 -9.34
C: -12.75 9.29 -4.54
C: -15.12 6.15 -12.72
C: -19.02 8.98 -3.49
C: -12.40 4.00 -12.22
C: -11.69 11.77 -8.06
C: -17.29 9.73 -12.21
C: -17.85 15.83 -10.13
C: -20.31 5.77 -7.22
C: -13.08 12.40 -7.85
C: -16.40 6.41 -13.51
C: -14.47 13.06 -6.04
C: -21.00 6.71 -11.27
C: -22.60 13.19 -11.02
C: -21.07 12.99 -10.97
C: -17.25 8.35 -7.67
C: -19.87 9.04 -2.24
C: -10.78 8.85 -3.36
C: -15.90 14.29 -9.60
C: -16.74 7.88 -13.52
C: -17.86 5.48 -3.78
C: -16.84 15.38 -9.08
C: -11.01 12.20 -9.35
C: -20.66 11.73 -10.21
C: -18.87 7.56 -4.06
C: -12.93 4.39 -9.90
C: -13.32 5.54 -8.96
C: -20.37 10.86 -8.01
C: -20.95 4.41 -6.94
H: -15.05 6.53 -11.71
H: -16.87 12.10 -8.48
H: -14.63 12.81 -4.99
H: -14.56 9.74 -3.54
H: -21.11 5.85 -9.54
H: -14.82 10.37 -12.01
H: -14.33 10.80 -5.80
H: -21.74 4.56 -6.21
H: -12.38 10.08 -9.04
H: -17.70 4.70 -3.03
H: -20.72 5.57 -13.10
H: -18.28 7.50 -4.98
H: -17.99 9.29 -3.24
H: -14.51 7.13 -5.15
H: -18.22 13.10 -8.90
H: -13.62 3.54 -9.93
H: -18.66 5.09 -4.41
H: -15.26 5.00 -8.59
H: -19.62 11.46 -10.45
H: -12.35 8.64 -5.33
H: -21.07 10.02 -8.09
H: -17.82 11.59 -9.85
H: -10.07 11.66 -9.47
H: -19.32 10.86 -4.05
H: -14.14 14.10 -6.13
H: -10.64 13.23 -9.28
H: -23.12 12.30 -11.38
H: -12.94 6.28 -6.93
H: -13.61 8.36 -12.24
H: -17.47 10.10 -11.19
H: -21.99 7.01 -11.64
H: -18.13 8.03 -8.22
H: -13.86 12.13 -8.58
H: -21.28 3.98 -7.89
H: -14.56 7.39 -3.45
H: -10.96 6.04 -11.55
H: -20.90 8.17 -9.68
H: -10.53 8.06 -4.08
H: -18.76 9.85 -5.26
H: -9.81 8.29 -12.03
H: -22.89 13.99 -11.70
H: -21.32 7.38 -7.01
H: -15.05 5.97 -9.88
H: -19.41 10.51 -8.39
H: -17.21 5.88 -13.01
H: -12.87 6.42 -9.43
H: -11.99 3.95 -9.51
H: -19.28 5.77 -12.16
H: -19.88 7.20 -4.28
H: -12.11 4.51 -13.13
H: -21.03 11.96 -12.72
H: -14.29 11.59 -10.85
H: -10.45 8.49 -2.38
H: -16.95 5.60 -4.37
H: -17.42 15.05 -8.20
H: -19.34 7.75 -10.34
H: -11.63 3.25 -11.98
H: -10.22 9.75 -3.59
H: -17.64 8.16 -14.08
H: -16.74 17.20 -8.18
H: -14.56 7.78 -8.47
H: -14.25 6.55 -13.26
H: -13.29 3.36 -12.30
H: -23.02 13.37 -10.03
H: -18.53 15.05 -10.48
H: -20.72 13.92 -10.53
H: -18.50 16.60 -9.71
H: -15.95 8.47 -14.02
H: -15.95 7.83 -4.29
H: -15.01 10.08 -10.27
H: -16.61 9.37 -6.21
H: -21.30 10.92 -10.57
H: -14.67 9.49 -6.46
H: -10.97 9.67 -12.12
H: -19.87 7.11 -13.14
H: -15.44 12.89 -6.52
H: -16.50 10.41 -12.57
H: -15.33 14.75 -10.41
H: -12.47 10.31 -4.80
H: -13.85 7.95 -10.54
H: -19.60 8.27 -1.51
H: -11.16 8.29 -13.17
H: -15.49 16.94 -9.18
H: -11.74 5.21 -7.49
H: -12.98 13.48 -8.05
H: -18.20 9.94 -12.78
H: -20.93 8.84 -2.44
H: -13.36 4.56 -7.04
H: -15.22 13.97 -8.82
H: -15.96 4.96 -14.83
H: -16.35 9.88 -8.82
H: -20.32 2.71 -6.17
H: -11.07 11.94 -7.19
H: -11.39 7.94 -10.19
H: -17.38 16.36 -10.96
H: -17.03 5.95 -15.42
H: -16.86 7.46 -7.16
H: -12.53 5.95 -11.15
H: -11.56 12.16 -10.29
H: -20.34 8.76 -11.30
H: -16.28 8.42 -9.73
H: -19.68 12.62 -12.40
H: -14.87 5.09 -12.82
H: -12.39 9.94 -7.44
H: -19.62 5.63 -8.05
H: -20.25 11.21 -6.99
H: -19.75 6.18 -6.38
H: -19.77 10.07 -1.88

Results
**Highest occupied orbital energy**: -7.7 eV

Here are the Mulliken charges for atoms 1 to 99, given in e: -0.541 -0.441 -0.470 -0.220 -0.610 -0.478 0.165 -0.619 -0.254 1.744 0.536 -0.558 -0.404 -0.701 -0.700 -0.371 -0.628 0.160 -0.746 -0.749 -0.276 -1.336 -0.932 0.668 -1.503 -0.539 -0.540 0.468 -1.715 0.729 -0.704 1.839 -0.646 -1.139 0.479 -0.961 0.360 -1.337 -1.386 0.549 0.084 1.658 -0.712 0.424 -1.675 0.432 -1.133 -1.514 -0.693 -0.345 -1.451 -0.360 0.693 -1.735 0.775 0.219 -1.371 1.972 -0.006 -0.471 -0.317 -0.121 0.336 0.409 0.256 0.571 0.480 0.312 0.116 0.355 0.486 -0.440 0.088 -0.026 0.487 0.273 0.135 0.459 -0.602 0.297 0.350 -2.020 0.430 0.322 0.377 0.492 0.337 0.006 0.565 -0.074 0.089 -0.061 -0.292 0.313 0.665 0.325 0.484 0.295 0.457

---

Entry 3:
Here is one molecule with the formula C8H20N4O2 from the Open Molecules 2025 dataset. Energies are from ωB97M-V with the def2-TZVPD basis set.

Geometry (Å):
O: -1.66 -4.87 1.45
O: -2.09 -2.55 2.01
N: 2.49 2.51 1.55
N: -2.23 -3.02 0.69
N: -2.43 -2.14 -0.34
N: -1.99 -4.27 0.43
C: 2.36 3.04 0.17
C: -1.15 -0.32 -1.53
C: -1.22 -1.27 -0.35
C: 2.06 1.95 -0.86
C: 0.62 1.38 -0.68
C: 0.24 0.29 -1.72
C: 3.35 1.35 1.83
C: -3.74 -1.47 -0.35
H: -3.94 -1.13 -1.41
H: 2.25 2.40 -1.86
H: -4.49 -2.21 -0.13
H: 0.99 -0.50 -1.68
H: -1.07 -0.73 0.62
H: -1.39 -0.94 -2.47
H: 1.59 2.27 1.89
H: -1.90 0.47 -1.37
H: -3.86 -0.65 0.39
H: 3.01 0.41 1.33
H: -0.30 -1.92 -0.46
H: 3.58 1.21 2.94
H: 0.30 0.76 -2.73
H: 1.60 3.78 0.20
H: 3.30 3.50 0.00
H: -1.95 -3.48 2.36
H: 0.57 1.05 0.37
H: -0.14 2.25 -0.84
H: 2.86 1.18 -0.88
H: 4.36 1.67 1.43

Results
**Highest occupied orbital energy**: -8.7 eV
**SMILES string**: CNCCCCCCN(C)N(O)N=O

So, what does the Mulliken scheme give us? The charges, in e, come out as: -0.557 -0.468 -0.388 0.660 -0.073 -0.103 -1.021 -0.377 -0.895 -0.572 -0.082 -0.759 -0.781 -0.884 0.303 0.382 0.382 0.344 0.482 0.254 0.331 0.317 0.305 0.236 0.283 0.296 0.330 0.423 0.398 0.402 0.082 0.148 0.336 0.267

---

Entry 4:
Here is C29H26AsF6FeN9 as an isolated structure from the Open Molecules 2025 dataset. Energies are from ωB97M-V with the def2-TZVPD basis set.

Geometry (Å):
As: 2.30 3.49 -0.48
Fe: 0.06 1.81 0.66
F: 2.33 2.37 0.89
F: 0.80 4.05 0.27
F: 3.62 2.69 -1.18
F: 1.18 2.21 -1.16
F: 3.22 4.61 0.38
F: 2.01 4.50 -1.81
N: 1.84 -3.90 -0.35
N: -0.25 -3.70 -0.82
N: 1.13 0.19 1.32
N: -0.22 2.54 2.34
N: -1.18 0.28 0.23
N: 0.97 -3.11 -0.87
N: -1.56 -1.74 -0.51
N: 5.13 -1.89 -0.29
N: -1.68 2.84 0.30
C: 0.97 -0.25 2.57
C: -1.87 -0.42 1.20
C: 1.86 -1.13 3.16
C: 1.19 -5.05 0.05
C: -0.16 -4.93 -0.24
C: -1.99 2.74 -2.20
C: 0.80 -7.20 0.96
C: 4.22 -1.54 0.33
C: -0.57 -7.06 0.66
C: 0.58 2.68 3.44
C: -2.12 -1.67 0.75
C: 0.17 3.77 4.18
C: -1.00 -0.54 -0.80
C: -1.09 -5.94 0.06
C: -0.93 3.56 -2.54
C: -1.10 3.59 2.37
C: -1.98 1.83 -4.43
C: 2.17 -0.24 0.60
C: -1.40 -2.96 -1.28
C: -2.52 1.87 -3.15
C: -0.92 4.35 3.50
C: -0.32 -0.26 -2.09
C: 2.95 -1.56 2.43
C: -0.90 2.64 -4.76
C: -0.38 3.51 -3.81
C: -2.62 2.80 -0.84
C: 1.70 -6.21 0.66
C: -1.93 3.69 1.24
C: 3.10 -1.12 1.13
H: -1.24 -7.87 0.92
H: 0.46 4.15 -4.06
H: -1.33 -2.71 -2.33
H: 2.76 -6.30 0.88
H: -0.51 4.25 -1.80
H: -2.28 -3.59 -1.13
H: 3.68 -2.24 2.86
H: -2.73 4.42 1.18
H: -1.00 -0.42 -2.93
H: 2.27 0.13 -0.41
H: -0.48 2.61 -5.75
H: 1.14 -8.11 1.43
H: -2.17 0.04 2.13
H: -2.64 -2.50 1.20
H: -3.26 3.68 -0.76
H: -3.36 1.23 -2.90
H: 1.39 2.01 3.65
H: -3.26 1.92 -0.70
H: -1.47 5.24 3.77
H: 0.63 4.09 5.10
H: 1.69 -1.46 4.18
H: 0.10 0.10 3.10
H: -0.01 0.78 -2.15
H: -2.14 -5.86 -0.18
H: -2.40 1.16 -5.17
H: 0.55 -0.90 -2.22

Results
**2S+1**: 2
**Highest occupied orbital energy (alpha / beta)**: -11.3 / -11.3 eV
**Total charge**: +1

So, what does the Mulliken scheme give us? The charges, in e, come out as: 2.042 0.461 -0.492 -0.444 -0.489 -0.571 -0.465 -0.464 -0.762 0.592 0.818 0.947 1.057 -0.075 0.300 -0.484 0.424 -0.461 -1.164 -1.603 0.001 1.728 0.569 -0.605 -0.376 -0.559 -0.440 -0.768 -0.947 0.696 -1.028 0.011 -0.221 -0.675 0.486 -1.211 -0.462 -0.927 -1.131 0.053 -0.508 -0.701 -1.596 -0.644 0.026 -0.544 0.390 0.452 0.329 0.473 0.506 0.374 0.597 0.487 0.622 0.502 0.425 0.394 0.727 0.535 0.550 0.459 0.500 0.335 0.527 0.474 0.496 0.786 -0.615 0.363 0.445 0.474

---

Entry 5:
Here is an isolated ion of composition C21H27ClNO2 and charge +1 from the Open Molecules 2025 dataset. Energies are from ωB97M-V with the def2-TZVPD basis set.

Geometry (Å):
Cl: -2.20 2.03 -0.77
O: -0.58 -2.03 -0.52
O: -1.59 -0.39 1.67
N: 4.09 -0.02 -0.99
C: 3.04 1.00 -1.29
C: -1.84 -2.49 -0.06
C: -2.13 -3.80 -0.79
C: 0.23 1.12 1.24
C: -4.82 -0.33 1.13
C: 4.63 0.05 0.41
C: 5.40 -1.23 0.71
C: 6.96 0.47 -0.13
C: 1.37 1.47 0.54
C: -4.56 0.89 -1.34
C: -0.50 -0.03 0.93
C: -5.80 -0.49 0.17
C: -3.69 0.45 0.87
C: -0.05 -0.87 -0.11
C: -5.68 0.12 -1.06
C: 5.71 1.12 0.49
C: -3.58 1.05 -0.38
C: -2.61 0.58 1.92
C: 6.76 -1.05 0.02
C: 1.80 0.67 -0.51
C: 1.10 -0.49 -0.81
H: 1.90 2.38 0.80
H: 5.44 2.05 0.00
H: -3.01 0.34 2.90
H: 5.89 1.35 1.54
H: -2.15 -3.63 -1.87
H: -0.10 1.74 2.05
H: -2.62 -1.76 -0.29
H: 7.06 0.75 -1.18
H: -3.09 -4.19 -0.47
H: 2.84 0.97 -2.37
H: 7.56 -1.50 0.60
H: -4.45 1.37 -2.30
H: 5.54 -1.30 1.79
H: 6.77 -1.54 -0.96
H: -2.21 1.59 1.92
H: -1.36 -4.53 -0.57
H: 1.39 -1.12 -1.63
H: -6.44 -0.01 -1.81
H: 7.86 0.81 0.37
H: 4.88 -2.13 0.39
H: -4.91 -0.80 2.09
H: -6.67 -1.10 0.39
H: -1.81 -2.66 1.02
H: 3.41 1.99 -1.03
H: 4.89 0.07 -1.63
H: 3.66 -0.94 -1.13
H: 3.79 0.21 1.07

Results
**Highest occupied orbital energy**: -11.0 eV
**Total charge**: +1
**SMILES string**: CCOc1cc(C[NH2+]C2CCCC2)ccc1OCc1ccccc1Cl

So, what does the Mulliken scheme give us? The charges, in e, come out as: -0.179 -0.498 -0.486 0.069 -1.524 0.325 -1.557 -0.689 -0.429 -0.385 -0.788 -0.715 -0.704 -0.688 0.957 -0.791 0.081 0.309 -0.368 -0.733 1.124 -1.184 -0.639 0.596 -0.577 0.459 0.315 0.460 0.405 0.353 0.442 -0.040 0.324 0.425 0.467 0.394 0.441 0.364 0.266 0.426 0.360 0.591 0.402 0.397 0.382 0.397 0.405 0.318 0.316 0.470 0.475 0.460

---

Entry 6:
Here is C19H23AgBF2NO4Se2 as an isolated structure from the Open Molecules 2025 dataset. Energies are from ωB97M-V with the def2-TZVPD basis set.

Geometry (Å):
Ag: 0.01 -0.52 -0.43
Se: -0.52 -0.30 2.59
Se: -1.74 -2.74 -0.75
F: -1.78 2.18 -0.63
F: -0.71 1.85 -2.53
O: -3.85 -3.34 3.55
O: 2.43 -1.01 -4.75
O: 2.27 -0.94 -0.46
O: -2.51 -5.42 2.28
N: 4.11 -1.08 -2.76
C: -2.51 -2.78 3.54
C: 1.99 -4.00 -1.93
C: 4.24 -0.17 2.41
C: -1.39 -4.54 2.16
C: 3.17 -0.51 1.65
C: 1.18 -2.94 -3.93
C: 2.21 -2.02 -3.85
C: -2.56 -2.58 1.05
C: 1.34 -0.68 -5.60
C: 5.52 0.04 1.81
C: 3.01 -3.08 -1.84
C: 3.27 -0.68 0.22
C: 1.07 -3.93 -2.95
C: 3.12 -2.06 -2.79
C: 4.87 -0.62 -1.73
C: 5.68 -0.12 0.47
C: -1.72 -3.04 2.25
C: -0.40 -2.28 2.36
C: 4.59 -0.51 -0.38
B: -0.89 1.35 -1.24
H: -4.30 -2.95 2.80
H: -3.17 -4.97 2.83
H: 1.19 -1.44 -6.37
H: -2.83 -1.53 1.17
H: 1.89 -4.77 -1.17
H: -2.55 -1.70 3.72
H: 4.19 -0.57 -3.62
H: -3.47 -3.18 0.98
H: 0.17 -2.66 3.21
H: 6.37 0.34 2.42
H: 0.19 -2.47 1.46
H: 6.65 0.05 0.01
H: -1.99 -3.24 4.39
H: 3.73 -3.12 -1.04
H: -0.93 -4.73 1.19
H: 0.42 -0.57 -5.02
H: 0.23 -4.61 -2.99
H: 1.59 0.27 -6.06
H: 2.18 -0.62 2.09
H: 5.83 -0.24 -2.06
H: -0.65 -4.77 2.94
H: 0.44 -2.88 -4.71
H: 4.12 -0.04 3.47

Results
**Highest occupied orbital energy**: 0.2 eV
**Total charge**: -2

So, what does the Mulliken scheme give us? The charges, in e, come out as: 0.663 -0.651 -0.637 -0.285 -0.288 -0.624 -0.480 -0.593 -0.619 -0.083 -1.033 -0.679 -0.579 -0.809 -0.228 -0.413 0.970 -1.703 -0.936 -0.447 -0.184 0.604 -0.773 -0.041 -0.577 -0.844 2.230 -1.834 0.883 -0.138 0.372 0.477 0.328 0.426 0.320 0.393 0.298 0.411 0.447 0.346 0.322 0.254 0.372 0.459 0.201 0.406 0.363 0.260 0.185 0.292 0.407 0.349 0.436

---

Entry 7:
Here is a 2-piece molecular cluster, C4H13N2O overall from the Open Molecules 2025 dataset. Energies are from ωB97M-V with the def2-TZVPD basis set.

Geometry (Å):
O: -2.92 1.44 -0.17
N: 0.28 1.07 -0.09
N: -1.66 -1.17 -0.57
C: 0.72 -0.19 -0.25
C: 2.17 -0.42 0.02
C: 2.51 0.02 1.45
C: -0.14 -1.22 -0.46
H: 2.40 -1.49 0.02
H: 1.74 -0.12 2.20
H: 2.79 0.02 -0.75
H: -2.99 2.39 -0.25
H: -3.49 1.13 -0.87
H: -2.03 -0.21 -0.42
H: -0.69 1.32 -0.12
H: 2.84 1.06 1.48
H: 0.94 1.83 -0.01
H: 0.09 -2.28 -0.46
H: -2.15 -1.78 0.09
H: 3.40 -0.52 1.78
H: -1.77 -1.54 -1.51

Results
**Highest occupied orbital energy**: -12.6 eV
**Total charge**: +1

So, what does the Mulliken scheme give us? The charges, in e, come out as: -0.715 -0.325 -0.163 0.832 -0.617 -1.095 -0.784 0.271 0.324 0.348 0.324 0.316 0.195 0.021 0.340 0.219 0.372 0.388 0.347 0.402

---

For reference, relative energy (zero: lowest compared OMol25 entry of this formula, charge and spin) by record: 120.9; 937.7; 13.0; 87.4; 13.5; 19.1; 175.2 kJ/mol.
For reference, electronic energy by record: -117597.542; -80721.949; -18670.401; -155433.076; -40316.590; -170560.920; -9379.768 eV.